[1]
DFT (wB97M-V/def2-TZVPD) results for 9 unconnected molecules or ions with the total composition C55H96N13O9S4.

Output
- charge = +1
- gap between HOMO and LUMO (eV) = 6.212

Geometry as XYZ:
```
177
C55H96N13O9S4 | the Open Molecules 2025 dataset | wB97M-V/def2-TZVPD
C 4.612 2.086 3.023
C 5.554 2.311 1.768
C 5.534 1.125 0.770
N 4.532 1.275 -0.341
C 3.337 0.535 -0.029
C 3.384 -0.892 -0.133
C 4.583 -1.708 -0.592
C 4.359 -2.069 -2.127
C 4.694 -3.556 -2.465
S 3.212 -4.552 -2.877
C 2.480 -5.096 -1.336
S 3.402 -4.999 0.040
N 1.170 -5.637 -1.311
C 0.789 -6.138 0.018
C 0.258 -5.313 1.035
C -0.084 -5.837 2.288
C 0.089 -7.216 2.556
C 0.585 -8.022 1.521
C 0.943 -7.510 0.252
C 0.136 -4.682 -1.711
C -1.198 -5.167 -1.755
C -2.290 -4.357 -2.080
C -2.087 -2.988 -2.381
C -0.769 -2.512 -2.376
C 0.337 -3.330 -2.050
C 2.162 -1.527 0.240
C 1.140 -0.618 0.640
N 1.147 0.693 0.677
N 2.280 1.273 0.329
C 2.355 2.747 0.353
C 1.007 3.446 0.714
C 0.188 3.747 -0.610
S -1.616 3.486 -0.485
C -2.464 5.051 -0.896
S -1.999 5.909 -2.207
N -3.540 5.595 -0.108
C -4.763 4.782 -0.308
C -5.922 5.465 0.504
O -5.475 6.561 1.299
C -4.489 6.040 2.165
C -3.229 5.596 1.332
H 5.202 2.123 3.950
H 3.862 2.897 3.048
H 4.066 1.133 2.899
H 6.584 2.479 2.131
H 5.216 3.237 1.273
H 5.383 0.199 1.367
H 6.519 1.009 0.278
H 4.979 0.827 -1.140
H 4.663 -2.605 0.041
H 5.539 -1.166 -0.481
H 5.107 -1.454 -2.666
H 3.334 -1.806 -2.442
H 5.320 -4.030 -1.692
H 5.285 -3.570 -3.401
H 0.144 -4.234 0.852
H -0.468 -5.159 3.060
H -0.159 -7.626 3.547
H 0.706 -9.094 1.734
H 1.318 -8.231 -0.484
H -1.383 -6.224 -1.518
H -3.286 -4.811 -2.057
H -2.954 -2.358 -2.610
H -0.631 -1.447 -2.617
H 1.337 -2.891 -2.035
H 2.048 -2.616 0.223
H 0.195 -1.082 0.966
H 3.131 3.159 1.008
H 2.623 3.056 -0.689
H 1.280 4.437 1.125
H 0.427 2.943 1.503
H 0.350 4.813 -0.864
H 0.582 3.172 -1.465
H -5.052 4.774 -1.372
H -4.622 3.756 0.093
H -6.714 5.854 -0.159
H -6.406 4.719 1.171
H -4.884 5.134 2.680
H -4.180 6.739 2.960
H -2.949 4.595 1.733
H -2.368 6.269 1.511
C -2.758 2.521 4.859
C -1.916 3.748 4.617
O -1.106 3.809 3.700
N -2.079 4.804 5.453
C -2.980 4.926 6.586
H -2.512 1.771 4.112
H -2.551 2.107 5.847
H -3.818 2.764 4.771
H -1.484 5.587 5.231
H -3.649 5.771 6.416
H -2.392 5.120 7.485
H -3.570 4.026 6.731
C 1.743 1.451 -4.020
C 2.298 2.854 -4.070
O 2.838 3.372 -3.095
N 2.180 3.530 -5.231
C 1.572 3.072 -6.470
H 1.912 1.039 -3.025
H 0.670 1.459 -4.216
H 2.247 0.816 -4.750
H 2.571 4.460 -5.198
H 2.323 3.106 -7.263
H 0.756 3.749 -6.729
H 1.187 2.056 -6.378
C 2.513 -0.198 -8.708
C 1.583 -0.596 -7.593
O 0.859 0.218 -7.022
N 1.558 -1.899 -7.220
C 2.327 -3.004 -7.764
H 2.420 0.868 -8.890
H 3.546 -0.411 -8.435
H 2.253 -0.726 -9.625
H 0.912 -2.091 -6.470
H 1.638 -3.759 -8.146
H 2.922 -3.447 -6.963
H 2.985 -2.681 -8.564
C 6.508 2.174 -11.110
C 5.346 1.944 -10.178
O 4.595 0.987 -10.300
N 5.147 2.844 -9.177
C 5.920 4.034 -8.869
H 6.532 1.376 -11.848
H 6.394 3.125 -11.631
H 7.448 2.162 -10.556
H 4.354 2.627 -8.595
H 6.309 3.949 -7.853
H 5.263 4.904 -8.921
H 6.746 4.167 -9.559
C -7.279 8.082 3.119
C -7.977 8.662 4.324
O -8.449 7.956 5.201
N -8.070 10.017 4.412
C -7.577 11.015 3.483
H -7.286 6.999 3.191
H -7.797 8.370 2.203
H -6.243 8.420 3.083
H -8.548 10.331 5.243
H -6.873 11.667 4.004
H -8.418 11.618 3.133
H -7.082 10.562 2.630
C -2.445 -10.042 6.165
C -1.516 -8.865 6.021
O -0.629 -8.838 5.172
N -1.683 -7.820 6.865
C -2.663 -7.661 7.928
H -2.185 -10.791 5.422
H -2.345 -10.486 7.156
H -3.478 -9.732 5.998
H -1.025 -7.071 6.709
H -3.260 -6.771 7.722
H -2.129 -7.523 8.868
H -3.318 -8.524 8.008
C 1.035 -8.216 12.058
C 0.360 -8.252 10.711
O -0.787 -7.856 10.550
N 1.065 -8.742 9.659
C 2.422 -9.255 9.645
H 0.346 -7.801 12.788
H 1.308 -9.225 12.372
H 1.924 -7.584 12.020
H 0.549 -8.735 8.791
H 3.016 -8.661 8.948
H 2.406 -10.289 9.298
H 2.878 -9.215 10.629
C -3.281 1.403 -2.856
C -4.728 1.594 -3.236
O -5.613 1.654 -2.397
N -5.027 1.702 -4.557
C -4.125 1.658 -5.693
H -3.204 1.336 -1.774
H -2.893 0.478 -3.289
H -2.688 2.255 -3.193
H -6.012 1.829 -4.734
H -4.211 2.593 -6.249
H -4.419 0.835 -6.346
H -3.094 1.519 -5.383
```

Mulliken atomic charge list, values in e, 2 entries: atom 1 (C): -0.8842, atom 2 (C): -0.7672

***

[2]
DFT (wB97M-V/def2-TZVPD) results for 12 unconnected molecules or ions with the total composition C56H106N12O8.

Output
- SMILES string = c1cc[nH]c1.c1cc[nH]c1.c1cc[nH]c1.c1cc[nH]c1.c1cc[nH]c1.COCCNCCOC.COCCNCCOC.COCCNCCOC.COCCNCCOC.CCCC#N.CCCC#N.CCCC#N
- gap between HOMO and LUMO (eV) = 8.178

Geometry as XYZ:
```
182
C56H106N12O8 | the Open Molecules 2025 dataset | wB97M-V/def2-TZVPD
C 0.713 8.398 1.824
C -0.563 8.029 1.564
C -0.962 8.777 0.457
N 0.037 9.648 0.129
C 1.131 9.342 0.927
H 1.427 7.975 2.516
H -1.050 7.178 2.017
H -1.858 8.829 -0.144
H 0.145 10.260 -0.667
H 2.026 9.897 0.685
C 0.719 -0.907 1.672
C 1.558 0.191 1.745
C 0.670 1.232 1.876
N -0.661 0.831 1.975
C -0.595 -0.495 1.848
H 1.099 -1.911 1.556
H 2.629 0.273 1.858
H 0.936 2.269 2.016
H -1.450 1.412 2.219
H -1.523 -1.047 1.864
C 8.291 5.152 2.107
C 7.162 5.880 1.828
C 6.589 5.278 0.721
N 7.231 4.128 0.404
C 8.348 4.041 1.240
H 9.086 5.365 2.807
H 6.903 6.794 2.342
H 5.748 5.551 0.102
H 6.923 3.450 -0.278
H 9.036 3.208 1.224
C -1.440 -9.103 0.179
C -2.366 -9.873 0.860
C -2.046 -9.869 2.227
N -0.981 -9.017 2.414
C -0.612 -8.563 1.190
H -1.330 -8.934 -0.882
H -3.100 -10.469 0.339
H -2.505 -10.311 3.099
H -0.420 -8.859 3.239
H 0.223 -7.880 1.139
C -6.166 2.822 3.021
C -5.885 4.032 3.626
C -5.309 3.793 4.830
N -5.412 2.478 5.076
C -5.992 1.838 4.022
H -6.583 2.648 2.040
H -6.043 4.959 3.094
H -4.908 4.462 5.577
H -5.019 2.010 5.881
H -6.010 0.758 4.051
C -11.326 3.017 -6.045
O -11.411 2.390 -4.800
C -11.890 1.086 -4.899
C -12.408 0.812 -3.453
N -11.209 0.488 -2.691
C -10.564 -0.793 -3.038
C -9.129 -0.852 -2.564
O -8.423 0.190 -3.334
C -6.974 0.054 -3.108
H -11.006 4.046 -5.881
H -12.270 3.123 -6.581
H -10.673 2.574 -6.797
H -11.173 0.414 -5.370
H -12.812 0.951 -5.465
H -13.125 -0.009 -3.433
H -12.978 1.662 -3.080
H -10.491 1.156 -2.932
H -10.537 -1.004 -4.107
H -11.206 -1.570 -2.623
H -8.701 -1.832 -2.776
H -9.057 -0.688 -1.489
H -6.582 -0.858 -3.558
H -6.702 0.000 -2.054
H -6.412 0.896 -3.513
C 2.007 -3.908 -5.617
O 2.551 -3.094 -6.620
C 2.167 -3.441 -7.954
C 2.876 -2.584 -9.063
N 4.329 -2.806 -9.073
C 4.986 -1.735 -9.814
C 6.509 -1.897 -9.751
O 6.900 -1.917 -8.378
C 8.316 -1.770 -8.159
H 2.264 -4.956 -5.768
H 0.926 -3.911 -5.755
H 2.238 -3.535 -4.620
H 1.100 -3.225 -8.017
H 2.264 -4.510 -8.142
H 2.660 -1.537 -8.851
H 2.460 -2.807 -10.046
H 4.715 -2.833 -8.140
H 4.761 -0.758 -9.388
H 4.670 -1.688 -10.857
H 6.991 -1.079 -10.287
H 6.920 -2.795 -10.214
H 8.631 -0.761 -8.427
H 8.821 -2.404 -8.888
H 8.567 -2.158 -7.172
C -3.409 -4.124 8.862
O -2.852 -2.862 9.204
C -2.638 -2.001 8.098
C -1.927 -0.733 8.555
N -2.827 0.202 9.247
C -2.053 1.297 9.843
C -2.905 2.356 10.570
O -2.090 3.366 11.151
C -2.787 4.374 11.848
H -2.698 -4.742 8.314
H -4.288 -4.048 8.222
H -3.703 -4.718 9.728
H -3.589 -1.701 7.657
H -2.119 -2.575 7.330
H -1.534 -0.323 7.625
H -1.152 -1.044 9.256
H -3.217 -0.291 10.037
H -1.412 1.742 9.083
H -1.383 0.884 10.598
H -3.578 1.803 11.225
H -3.678 2.690 9.877
H -2.996 3.925 12.819
H -3.749 4.613 11.397
H -2.199 5.288 11.941
C 2.387 4.052 -4.017
O 3.394 3.519 -4.799
C 3.954 2.301 -4.423
C 4.981 1.779 -5.472
N 6.306 2.369 -5.376
C 6.287 3.751 -5.812
C 7.743 4.308 -5.949
O 8.447 3.743 -7.021
C 8.011 4.221 -8.315
H 2.662 4.043 -2.962
H 1.394 3.678 -4.267
H 2.310 5.085 -4.358
H 3.152 1.569 -4.332
H 4.476 2.278 -3.466
H 4.546 1.928 -6.460
H 5.029 0.694 -5.379
H 6.908 1.803 -5.956
H 5.841 4.404 -5.062
H 5.710 3.930 -6.718
H 8.278 4.215 -5.004
H 7.830 5.380 -6.128
H 8.686 3.724 -9.012
H 8.096 5.288 -8.521
H 7.014 3.896 -8.611
C -9.958 -7.426 1.076
C -8.831 -8.300 1.709
C -8.136 -7.527 2.884
C -7.331 -6.447 2.330
N -6.693 -5.557 1.956
H -9.684 -6.405 0.811
H -10.839 -7.282 1.701
H -10.343 -7.957 0.206
H -8.099 -8.594 0.957
H -9.183 -9.293 1.988
H -7.608 -8.289 3.457
H -8.860 -7.028 3.527
C 6.960 2.314 7.630
C 5.506 2.734 7.404
C 4.469 1.569 7.404
C 4.541 0.636 8.485
N 4.619 -0.107 9.390
H 7.271 1.738 6.758
H 6.983 1.727 8.548
H 7.571 3.213 7.714
H 5.506 3.416 6.554
H 5.259 3.377 8.249
H 4.612 1.063 6.449
H 3.430 1.897 7.378
C 9.163 -2.877 -0.832
C 8.474 -3.758 -1.866
C 8.093 -5.057 -1.236
C 7.233 -4.934 -0.077
N 6.518 -4.841 0.812
H 9.407 -1.875 -1.187
H 10.078 -3.390 -0.537
H 8.509 -2.746 0.030
H 9.069 -3.907 -2.766
H 7.527 -3.314 -2.173
H 8.997 -5.405 -0.736
H 7.698 -5.802 -1.927
```

Mulliken atomic charge list, values in e, 2 entries: atom 1 (C): -0.3772, atom 2 (C): -0.4983

***

Strongest force on any atom values, unit eV/A, following the record order: 2.83, 3.97.